114
Properties=species:S:1:pos:R:3:forces:R:3:mulliken_spin:R:1 method="wB97M-V/def2-TZVPD" multiplicity=3 total_energy_ha=-5149.375687 charge=-2 gap_ev="4.16 / 7.14" relative_energy_kj_mol=98.0
Sb -0.8443 -1.2869 -2.3568 -0.13 0.24 0.20 0.05
Ti 0.9406 1.5425 -0.1404 0.03 0.37 0.06 0.81
S 1.6658 2.6539 -2.7706 0.09 -0.32 0.62 0.11
S -1.2415 3.1406 -1.0607 0.38 -0.23 0.19 0.13
F -6.9599 -1.0580 -0.8747 0.00 0.00 0.00 0.00
F -3.9233 2.1731 3.8961 -0.03 -0.02 0.02 0.00
F -2.6313 -1.6184 1.4129 -0.03 -0.02 0.02 0.00
F -2.7406 0.2987 -8.1130 0.00 0.00 0.01 0.00
F -0.3170 -0.4225 0.8438 -0.10 0.12 -0.23 -0.02
F -0.1454 -7.5254 -2.5816 0.01 0.01 0.00 0.00
F -1.6296 3.3108 3.4687 -0.08 0.01 0.08 0.00
O 2.0344 2.7455 -1.2674 0.03 0.19 -0.70 -0.02
O 0.9838 1.3626 -2.8889 0.27 -0.17 -0.08 0.02
O -2.6364 3.3214 -0.7471 -0.07 0.03 -0.08 0.01
O 2.8517 2.8349 -3.5668 0.01 0.24 -0.04 0.01
O -0.2553 3.7227 -0.1373 -0.25 0.07 0.06 0.01
O -0.8844 1.6413 -0.9976 -0.26 0.18 -0.03 -0.05
N 1.6034 -1.0626 2.7027 0.02 0.01 0.06 0.01
N 0.4422 1.9217 1.7939 -0.46 0.30 0.21 0.04
N 2.3374 -0.0176 -0.1629 0.42 -0.52 -0.25 0.03
N 3.2007 2.8023 1.5741 -0.05 -0.09 -0.16 0.01
C 0.6188 0.2635 5.0622 0.04 -0.01 0.00 0.00
C -3.4739 -0.1368 -1.2131 -0.07 0.02 0.05 0.01
C -1.8285 4.6592 -3.1655 0.04 -0.14 -0.04 -0.02
C -1.3399 0.4792 -4.7786 0.00 0.03 -0.03 -0.01
C -0.7181 -3.4309 -2.5231 -0.04 -0.14 -0.12 0.00
C 0.4963 3.8532 -3.1155 -0.27 0.25 0.01 0.23
C 0.8824 3.1629 2.4380 0.04 0.06 -0.01 -0.03
C 1.7878 -3.8676 5.0955 0.02 -0.02 -0.04 0.00
C 4.3849 -0.8569 0.3624 0.15 0.00 -0.24 0.01
C -0.3260 -6.1770 -2.5586 0.00 -0.03 0.01 0.00
C 2.1891 -3.8919 2.6167 0.01 -0.02 0.03 0.00
C -2.3817 -1.4111 -6.5365 0.02 0.01 0.04 0.00
C -1.8134 2.0994 2.8947 -0.13 0.04 0.07 0.00
C -2.4018 -0.3872 1.9052 0.04 0.00 0.04 0.00
C -3.7975 -2.3473 -2.0638 -0.06 -0.05 -0.06 0.00
C -1.4818 5.6033 -4.0948 -0.10 0.02 -0.03 0.11
C 1.0429 -1.9128 6.2535 -0.03 -0.02 -0.01 0.00
C 4.2727 3.3709 0.7780 0.02 0.03 0.07 0.01
C 0.8241 4.8747 -4.0168 -0.02 -0.12 -0.06 -0.07
C -4.8261 -0.0466 -0.9019 0.01 -0.05 -0.01 0.00
C -5.6344 -1.1265 -1.1790 -0.02 0.01 0.02 0.00
C -0.1231 5.7393 -4.5084 0.05 0.05 -0.05 0.19
C 0.9846 -3.9928 1.6799 -0.03 -0.03 -0.01 0.00
C 2.1368 3.7602 1.8077 0.00 -0.02 0.05 0.05
C 1.5328 -1.7928 3.9031 0.08 0.12 -0.15 0.00
C -1.1807 -4.2385 -1.4836 0.04 -0.01 0.05 0.00
C 3.0982 -0.1282 -1.2910 -0.09 0.02 -0.07 0.04
C -2.9385 -1.2848 -1.7953 0.02 -0.04 0.03 0.00
C -1.2023 0.2158 1.6413 0.00 -0.10 -0.01 0.00
C 1.0803 -1.1739 5.0752 -0.01 -0.03 0.05 0.00
C 0.1691 -5.4228 -3.6003 -0.02 0.00 0.03 0.00
C -3.0354 1.4936 3.1383 0.09 0.07 -0.01 0.00
C -5.1511 -2.2821 -1.7570 0.02 0.02 0.02 0.00
C -3.3707 0.2456 2.6673 0.00 0.00 -0.04 0.00
C 2.7618 -0.9397 2.1797 0.07 -0.01 -0.14 -0.01
C 3.7158 2.2380 2.7988 0.04 -0.05 0.08 0.01
C 1.4012 -3.2507 6.2762 0.01 0.03 0.00 0.00
C 1.8599 -3.1627 3.8995 -0.02 -0.03 0.09 0.00
C -0.9929 -5.6148 -1.4904 0.02 0.01 -0.02 0.00
C -0.8162 1.4855 2.1198 0.38 -0.23 0.05 -0.03
C -0.0303 -4.0472 -3.5672 0.03 -0.01 -0.02 0.00
C -2.3012 -0.0780 -6.8806 0.00 0.03 -0.02 0.00
C -1.9322 -1.7911 -5.2765 -0.08 -0.03 -0.05 0.00
C -1.7941 0.8802 -6.0291 0.01 -0.02 -0.03 0.00
C -0.8871 3.7514 -2.6290 0.11 0.21 -0.07 0.29
C 3.1359 -0.5011 0.8555 -0.20 -0.07 0.39 0.00
C -1.4085 -0.8589 -4.3874 0.12 -0.01 -0.04 -0.01
C 4.3632 -0.6149 -1.0240 -0.04 -0.14 0.29 0.00
C -0.8141 0.4143 5.5712 0.01 0.02 0.02 0.00
H 2.4705 4.5815 2.4760 0.06 -0.04 -0.01 0.00
H -0.9096 0.0833 6.6075 0.00 -0.01 0.02 0.00
H 3.6393 -1.3158 2.7299 -0.02 0.07 0.05 0.00
H 2.9477 1.6648 3.3154 -0.09 -0.02 0.02 0.00
H 5.1449 -0.7861 -1.7463 0.01 -0.01 0.00 0.00
H 0.7190 -1.4249 7.1670 0.00 -0.02 0.00 0.00
H 3.0067 -3.4058 2.0825 0.00 -0.02 0.00 0.00
H 0.1611 6.5126 -5.2115 0.01 -0.01 0.00 0.03
H -0.9209 1.2260 -4.1125 -0.02 -0.03 0.00 0.03
H -2.0117 -2.8352 -4.9946 0.00 0.00 0.03 0.00
H 1.2932 0.8691 5.6775 0.01 0.02 -0.01 0.00
H 0.1496 -4.4949 2.1746 0.01 -0.01 0.00 0.00
H -5.2330 0.8472 -0.4480 -0.01 0.01 0.00 0.00
H 0.6868 0.6417 4.0420 0.04 0.01 0.03 0.00
H -5.8221 -3.1064 -1.9607 -0.01 0.00 0.00 0.00
H 1.2403 -4.5529 0.7791 -0.01 -0.01 -0.03 0.00
H 3.8810 3.7482 -0.1623 -0.07 -0.02 -0.04 0.00
H 4.0902 3.0214 3.4865 0.00 0.01 -0.01 0.00
H 1.8507 4.9353 -4.3566 0.01 -0.01 0.02 0.01
H 0.3703 -3.4506 -4.3798 -0.02 0.02 0.00 0.00
H -2.8444 4.6065 -2.7958 -0.01 -0.01 0.02 0.02
H -2.7947 -2.1257 -7.2365 0.00 0.00 -0.01 0.00
H -1.6946 -3.7927 -0.6382 -0.01 0.02 -0.01 0.00
H 1.8900 4.2115 0.8478 -0.11 -0.04 -0.04 -0.01
H 5.1787 -1.2950 0.9511 0.02 0.01 0.00 0.00
H 1.3654 -3.8130 7.2016 0.00 0.00 0.00 0.00
H -2.8453 0.7117 -0.9833 0.06 0.01 -0.03 0.00
H -4.3349 -0.2002 2.8545 0.00 -0.01 0.01 0.00
H -3.4237 -3.2545 -2.5258 0.02 0.03 0.00 0.00
H 4.5398 1.5606 2.5694 -0.03 -0.01 -0.01 0.00
H 2.5409 -4.8942 2.8778 -0.01 0.00 -0.01 0.00
H 1.0543 2.9660 3.5068 0.04 0.02 -0.04 0.00
H 2.0420 -4.9227 5.0928 -0.01 0.00 0.01 0.00
H -2.2425 6.2660 -4.4905 0.00 0.00 0.00 0.02
H -1.3457 -6.2423 -0.6828 -0.01 -0.01 0.01 0.00
H -1.1408 1.4538 5.5184 0.01 0.01 0.01 0.00
H 4.7871 4.1972 1.3066 -0.02 -0.03 0.03 0.00
H 0.6481 -3.0015 1.3769 -0.01 0.05 0.00 0.00
H 0.7009 -5.9045 -4.4101 0.00 0.00 -0.01 0.00
H -1.4969 -0.1831 4.9651 -0.01 0.00 -0.02 0.00
H 2.6867 0.1331 -2.2517 0.03 0.15 0.05 0.00
H 5.0060 2.5949 0.5538 0.00 -0.02 -0.01 0.00
H 0.1273 3.9497 2.3822 0.09 -0.10 -0.09 0.00
H -1.7457 1.9170 -6.3350 -0.01 0.01 0.00 0.00


81
Properties=species:S:1:pos:R:3:forces:R:3:lowdin_charge:R:1 method="wB97M-V/def2-TZVPD" total_energy_ha=-2596.969602 charge=+1 gap_ev=8.81 relative_energy_kj_mol=41.2
Rb 1.0159 0.4675 -0.3449 -0.19 -0.33 0.46 0.61
S 0.6593 -4.2974 2.5994 -0.02 -0.19 0.06 1.11
P 3.1246 2.1294 -2.5497 -0.14 -0.10 0.18 0.79
P 4.3761 0.1074 0.1271 -0.12 0.09 -0.03 0.76
N 1.8818 -1.9089 2.9236 -0.04 -0.01 0.02 0.11
N -0.9160 1.8332 -2.1943 -0.05 -0.08 -0.06 -0.12
N 0.1990 3.6000 -0.1523 0.02 -0.04 -0.05 -0.01
N 0.2408 -0.6871 -3.1733 -0.06 0.03 0.04 -0.03
N -2.8991 0.1739 2.8307 -0.13 0.01 -0.06 0.00
N -8.4104 -3.6303 3.9488 0.02 -0.01 0.00 0.17
N -0.9488 0.7843 1.9678 0.05 0.22 0.20 0.01
N 0.3346 -2.1375 1.1865 -0.01 -0.43 -0.06 0.04
C -0.4923 -4.3512 1.2944 -0.06 -0.12 0.02 -0.47
C 3.1586 2.1542 -4.3759 0.10 0.07 -0.20 -0.29
C 0.9745 -2.6338 2.1975 0.12 0.40 0.01 -0.70
C -7.4641 -3.0034 3.7744 0.18 0.11 -0.04 -0.17
C -5.1790 -2.7415 2.8999 0.06 -0.03 -0.04 -0.01
C -1.4246 1.7881 2.7883 -0.05 0.01 -0.09 -0.14
C -6.2843 -2.2016 3.5482 -0.24 -0.13 0.06 -0.22
C -1.4015 -2.8958 -0.3995 -0.04 -0.07 -0.04 -0.04
C -2.1839 -5.1723 -0.1634 0.00 0.05 -0.03 -0.08
C -2.2289 -3.9296 -0.8025 0.02 -0.07 0.05 -0.07
C -1.3148 -5.3959 0.8909 0.01 0.03 0.01 -0.08
C -1.2117 3.6428 -0.5757 0.04 0.01 0.13 -0.26
C -4.0582 -1.9651 2.6713 -0.07 -0.05 0.06 0.01
C -2.6278 1.4411 3.3131 -0.01 -0.16 0.11 -0.04
C -1.3586 3.2106 -2.0198 -0.01 0.01 -0.12 -0.23
C -4.0438 -0.6374 3.0878 0.24 0.18 -0.09 -0.16
C -5.1409 -0.0950 3.7414 -0.13 -0.10 0.00 0.00
C 4.8780 1.6825 -2.1867 0.11 0.04 -0.10 -0.44
C -0.5205 -3.1078 0.6596 0.08 0.33 -0.07 -0.34
C -1.8563 -0.1539 2.0218 0.00 -0.08 -0.02 -0.16
C -1.1439 -0.2689 -3.4486 0.05 -0.14 0.01 -0.27
C 5.1142 0.2180 1.7970 0.15 0.00 0.09 -0.30
C 3.1617 3.9263 -2.1887 0.06 0.12 -0.04 -0.29
C 5.2036 1.5394 -0.6957 0.12 0.03 0.00 -0.44
C -6.2584 -0.8792 3.9730 0.04 0.11 0.02 -0.01
C 5.3170 -1.2922 -0.5807 0.11 -0.06 -0.01 -0.29
C -1.2727 1.2388 -3.4780 -0.01 0.23 -0.07 -0.23
H -2.4107 3.2726 -2.3056 -0.02 -0.02 0.07 0.12
H 1.7321 -0.9112 2.8862 0.00 0.01 -0.05 0.09
H 0.7277 4.3275 -0.6229 -0.04 0.00 -0.05 0.06
H -2.8361 -5.9700 -0.4920 0.00 0.01 -0.01 0.11
H 2.2182 2.5551 -4.7578 -0.01 0.01 0.03 0.03
H 2.2234 4.3817 -2.5114 0.01 -0.01 -0.03 0.03
H -1.2876 -6.3567 1.3874 0.02 0.01 0.01 0.11
H 6.2857 1.4427 -0.5605 0.00 -0.02 -0.03 0.09
H 0.8373 -0.4360 -3.9553 0.00 0.06 0.01 0.07
H -5.1475 0.9355 4.0627 0.02 0.01 -0.01 0.11
H 3.9853 4.4282 -2.7021 -0.01 0.00 0.00 0.05
H -1.4379 -1.9297 -0.8891 0.03 0.00 0.02 0.09
H -1.7735 -0.6445 -2.6393 -0.01 0.00 -0.01 0.10
H 3.2684 1.1418 -4.7678 0.00 -0.02 0.05 0.04
H -7.1168 -0.4607 4.4800 0.00 0.00 -0.01 0.13
H -2.3121 1.4942 -3.6951 -0.02 -0.05 0.04 0.12
H 2.1129 -2.2454 3.8444 -0.01 -0.05 -0.02 0.09
H 5.0702 -1.4262 -1.6342 -0.02 0.02 0.00 0.03
H -5.1924 -3.7735 2.5768 -0.02 0.01 0.00 0.13
H -3.2083 -2.4134 2.1759 0.01 0.02 0.01 0.10
H 4.8289 -0.6629 2.3739 -0.01 -0.01 -0.02 0.03
H 5.0374 -2.2109 -0.0634 0.00 0.01 0.01 0.04
H -1.7600 2.9402 0.0544 -0.02 0.00 -0.01 0.10
H 6.3963 -1.1510 -0.4875 -0.01 0.01 0.01 0.05
H 5.5219 2.4427 -2.6410 0.02 0.00 0.04 0.09
H -1.8044 -1.0888 1.4950 -0.03 0.05 0.00 0.09
H 6.2048 0.2790 1.7725 -0.01 -0.01 -0.03 0.05
H -0.8239 3.9147 -2.6794 0.03 -0.01 0.01 0.12
H -1.6631 4.6321 -0.4466 0.01 0.02 -0.02 0.11
H 3.2591 4.1012 -1.1161 0.01 -0.04 0.00 0.03
H -1.5344 -0.6843 -4.3835 0.01 0.03 -0.03 0.12
H -0.8809 2.7026 2.9599 0.03 -0.02 -0.03 0.10
H -2.9211 -3.7775 -1.6203 0.00 0.01 0.00 0.11
H 5.1008 0.7517 -2.7167 -0.06 -0.03 0.03 0.07
H 4.7327 1.0958 2.3208 -0.02 0.01 -0.03 0.04
H 4.9170 2.4470 -0.1550 -0.06 -0.02 0.01 0.07
H -0.6844 1.6534 -4.3129 0.04 -0.04 0.01 0.12
H 3.9750 2.7642 -4.7704 0.00 0.00 0.03 0.05
H 0.0904 1.8114 -2.0939 -0.04 0.23 -0.33 -0.04
H 0.2641 3.8191 0.8354 -0.02 -0.05 0.02 0.06
H -3.2803 1.9553 3.9936 0.03 0.01 0.02 0.11
H 0.2865 -1.6987 -3.1118 -0.02 -0.01 0.03 0.07